1.
Molecular formula: C3H8O4S
Method: DFT, ωB97M-V/def2-TZVPD

Last columns: bonded neighbours and bond lengths (Å).
Element x y z (Å)
1 O -1.51936 -1.57001 -1.40190  C2 1.259
2 C -0.43965 -1.01353 -1.07031  O1 1.259, O3 1.258, C4 1.546
3 O 0.31120 -0.37566 -1.85207  C2 1.258
4 C -0.04416 -1.13537 0.41966  C2 1.546, C5 1.547, H7 1.089, H8 1.087
5 C 1.45625 -0.88336 0.69977  C4 1.547, S6 1.849, H9 1.094, H10 1.084
6 S 1.81467 -0.56577 2.48520  C5 1.849
7 H -0.26756 -2.11781 0.83425  C4 1.089
8 H -0.63702 -0.41589 0.97896  C4 1.087
9 H 1.90663 -1.85730 0.48714  C5 1.094
10 H 1.82896 -0.07964 0.07581  C5 1.084
11 H -1.22085 0.87765 1.48427  O13 0.973
12 H -1.50975 2.30531 1.95144  O13 0.962
13 O -1.94838 1.48523 1.70482  H11 0.973, H12 0.962
14 H -0.58295 1.81836 -1.89136  O16 0.957
15 H 0.65722 1.35554 -2.58308  O16 0.974
16 O 0.19476 2.17226 -2.32260  H14 0.957, H15 0.974

gap between HOMO and LUMO	5.67	eV
HOMO level	0.412	eV
total charge	-2
multiplicity	1

From a Löwdin analysis of the wavefunction, the atomic charges in e read: O -0.12; C -0.72; O -0.11; C -0.23; C -0.76; S -0.05; H 0.09; H 0.04; H 0.02; H 0.03; H 0.00; H 0.02; O -0.09; H 0.01; H 0.00; O -0.12

***

2.
Molecular formula: C3H8OS
Method: DFT, ωB97M-V/def2-TZVPD

Last columns: bonded neighbours and bond lengths (Å).
Element x y z (Å)
1 O 1.22151 2.68086 0.13816  C2 1.273
2 C 1.89953 2.41914 -0.90649  O1 1.273, H3 1.112, H4 1.114
3 H 1.82869 3.09014 -1.79010  C2 1.112
4 H 2.74674 1.69597 -0.89791  C2 1.114
5 C -0.22912 -0.29330 -0.56129  S6 1.817, H8 1.087, H9 1.089, H10 1.089
6 S -1.44175 -1.64606 -0.51184  C5 1.817, C7 1.796
7 C -1.47841 -1.96087 1.25587  S6 1.796, H11 1.094, H12 1.086, H13 1.092
8 H 0.76476 -0.54775 -0.20201  C5 1.087
9 H -0.10994 0.15432 -1.54692  C5 1.089
10 H -0.63064 0.50236 0.06498  C5 1.089
11 H -1.68795 -1.06139 1.84247  C7 1.094
12 H -0.56133 -2.42760 1.60317  C7 1.086
13 H -2.32209 -2.60582 1.51193  C7 1.092

gap between HOMO and LUMO (spin up / spin down)	2.75 / 5.99	eV
HOMO level (spin up / spin down)	0.391 / -2.877	eV
total charge	-1
multiplicity	2

From a Löwdin analysis of the wavefunction, the atomic charges in e read: O -0.35; C -0.47; H -0.04; H -0.03; C -0.45; S 0.67; C -0.48; H 0.03; H 0.01; H 0.02; H 0.03; H 0.02; H 0.02

***

3.
Molecular formula: C3H8OS
Method: DFT, ωB97M-V/def2-TZVPD

Last columns: bonded neighbours and bond lengths (Å).
Element x y z (Å)
1 C -2.61971 -0.92816 -1.38025  O2 1.199, H3 1.111, H4 1.104
2 O -1.62598 -1.00373 -2.04678  C1 1.199
3 H -2.62363 -1.23406 -0.31186  C1 1.111
4 H -3.61259 -0.61280 -1.74485  C1 1.104
5 C 1.41905 0.91685 1.51925  C6 1.515, H8 1.101, H9 1.084, H10 1.091
6 C 0.74913 0.10633 0.42903  C5 1.515, S7 1.816, H11 1.089, H12 1.098
7 S 1.93040 -0.45918 -0.82831  C6 1.816, H13 1.318
8 H 2.26763 0.35453 1.93807  C5 1.101
9 H 1.89364 1.79467 1.09499  C5 1.084
10 H 0.80148 1.13581 2.39127  C5 1.091
11 H -0.06827 0.66555 -0.02299  C6 1.089
12 H 0.21468 -0.76802 0.82281  C6 1.098
13 H 1.27418 0.03222 -1.86039  S7 1.318

gap between HOMO and LUMO	9.49	eV
SMILES string	C=O.CCS
HOMO level	-8.835	eV
multiplicity	1

From a Löwdin analysis of the wavefunction, the atomic charges in e read: C -0.15; O -0.01; H 0.08; H 0.08; C -0.20; C -0.65; S 0.70; H 0.07; H 0.06; H 0.07; H 0.06; H 0.06; H -0.17

***

| no. | total energy (hartree) |
| --- | --- |
| 1 | -818.2596 |
| 2 | -592.4608 |
| 3 | -592.4824 |